C25H27B2F4N7O4V | ωB97M-V/def2-TZVPD

Values from the calculation:
- frontier orbital gap (alpha / beta) (eV) = 4.12 / 4.12
- HOMO energy (alpha / beta) (eV) = -16.696 / -16.695
- energy (Eh) = -3045.4825
- total charge = +3
- maximum force (eV/A) = 0.504

Atoms and positions in Å:
1 V 0.32077 0.39531 -0.23251
2 C 0.18056 4.82969 -0.95470
3 C 0.00008 3.40084 -0.63324
4 N 0.89229 2.47592 -0.69367
5 O 2.07234 2.81306 -1.27038
6 B 3.24458 2.36878 -0.60433
7 F 4.28035 2.11908 -1.35571
8 F 3.35033 2.60832 0.70157
9 O 2.48452 0.46252 -0.34055
10 N 1.90381 0.37426 0.80013
11 C 2.17783 0.24554 2.03911
12 C 3.53107 0.24771 2.63063
13 C 0.88113 0.05466 2.76887
14 N -0.10695 0.08464 1.94407
15 O -1.31407 -0.24807 2.45871
16 B -2.43423 0.48124 1.99517
17 F -2.39087 1.81048 2.09809
18 F -3.57964 -0.14358 1.94471
19 O -1.80491 0.44830 0.00777
20 N -1.15721 1.55198 -0.14561
21 C -1.33452 2.80744 -0.28271
22 C -2.61338 3.53841 -0.20158
23 C 0.80725 -0.17070 4.22695
24 H 1.23193 5.09592 -1.00172
25 H -0.33213 5.44296 -0.21106
26 H -0.27752 5.05417 -1.92410
27 H 4.29796 0.23313 1.86036
28 H 3.65105 -0.60829 3.29691
29 H 3.65528 1.15314 3.23330
30 H -3.46175 2.85893 -0.23850
31 H -2.67749 4.27120 -1.00768
32 H -2.64984 4.08509 0.74643
33 H 1.64189 -0.78229 4.56867
34 H -0.13562 -0.63043 4.50715
35 H 0.88627 0.79540 4.73829
36 C -1.27377 1.76351 -3.20172
37 C -0.02080 0.95328 -3.32416
38 C 0.67019 0.96084 -4.53246
39 C 1.76417 0.14417 -4.72241
40 C 2.10456 -0.76656 -3.72674
41 C 1.37910 -0.75378 -2.56063
42 N 0.39546 0.15239 -2.31770
43 C 1.50576 -1.77162 -1.50322
44 C 2.40091 -2.81689 -1.54572
45 C 2.35477 -3.77238 -0.53708
46 C 1.34070 -3.71047 0.39830
47 C 0.42076 -2.66360 0.37318
48 N 0.59502 -1.63734 -0.50139
49 C -0.84601 -2.80431 1.11527
50 C -0.90153 -3.44065 2.35238
51 C -2.15735 -3.72992 2.87334
52 C -3.27016 -3.41347 2.12478
53 C -3.12253 -2.76496 0.87875
54 C -4.31867 -2.44906 0.04441
55 N -1.92241 -2.44005 0.40842
56 H -1.06166 2.80678 -2.95627
57 H -1.97014 1.32977 -2.48834
58 H -1.77018 1.77823 -4.17107
59 H 0.31703 1.60373 -5.32732
60 H 2.31516 0.16968 -5.65340
61 H 2.89825 -1.48083 -3.88488
62 H 3.11790 -2.90215 -2.34823
63 H 3.05601 -4.59672 -0.53182
64 H 1.18937 -4.52286 1.09496
65 H -0.00179 -3.72048 2.88545
66 H -2.25742 -4.22123 3.83196
67 H -4.26292 -3.65755 2.48024
68 H -5.05803 -1.89016 0.61885
69 H -4.80042 -3.37570 -0.27603
70 H -4.03050 -1.88442 -0.83852

---

C25H27BN7O2RuS5 | ωB97M-V/def2-TZVPD

Values from the calculation:
- multiplicity = 2
- frontier orbital gap (alpha / beta) (eV) = 7.23 / 7.67
- HOMO energy (alpha / beta) (eV) = -7.911 / -7.860
- energy (Eh) = -3613.4926
- maximum force (eV/A) = 1.724

Atoms and positions in Å:
1 Ru -0.18783 -0.37076 -0.08527
2 N -0.53409 -1.10872 2.24946
3 C -1.83523 -0.91509 2.90031
4 C -2.96715 -1.40667 2.01469
5 C -3.25478 -0.46597 0.85883
6 O -4.39821 -0.08199 0.65384
7 O -2.24764 -0.10200 0.13158
8 H -0.35519 -2.09904 2.12571
9 H 0.21092 -0.71702 2.81174
10 H -1.95338 0.14667 3.11650
11 H -1.87831 -1.44564 3.85481
12 H -3.88049 -1.51207 2.59449
13 H -2.70619 -2.38158 1.58718
14 S 2.46371 -0.49615 -0.03112
15 C 2.20244 0.69914 1.14775
16 N 0.98999 1.02413 1.46206
17 C 0.92604 2.00589 2.44053
18 C -0.23069 2.53027 3.01048
19 C -0.11243 3.50622 3.98420
20 C 1.14171 3.95404 4.40315
21 C 2.30184 3.42904 3.85536
22 C 2.18251 2.45527 2.87196
23 S 3.43486 1.59993 2.00833
24 H -1.19595 2.16979 2.67720
25 H -1.00528 3.92844 4.42856
26 H 1.21307 4.71067 5.17435
27 H 3.27635 3.76215 4.18988
28 C -3.03028 0.32755 -2.66246
29 N -2.62701 -1.06392 -2.79720
30 C -3.47909 -2.12162 -3.00577
31 C -2.70386 -3.21578 -3.17727
32 N -1.38917 -2.83170 -3.07313
33 B -0.19446 -3.79522 -3.36522
34 N 0.98838 -3.61766 -2.34079
35 C 2.27804 -3.94106 -2.68057
36 C 3.02542 -3.96275 -1.55426
37 N 2.18146 -3.63389 -0.51938
38 C 2.53426 -3.64714 0.89029
39 C 0.94664 -3.39960 -1.02430
40 S -0.41373 -2.90954 -0.08065
41 C -1.35662 -1.52000 -2.82109
42 S 0.06531 -0.57379 -2.54696
43 H -4.01299 0.36854 -2.20008
44 H -3.05057 0.80230 -3.64403
45 H -2.32353 0.83877 -2.02869
46 H -4.54841 -2.00276 -2.99994
47 H -2.97729 -4.23907 -3.36282
48 H 0.25664 -3.56045 -4.46176
49 H -0.62876 -4.91859 -3.25266
50 H 2.55868 -4.13737 -3.70035
51 H 4.06980 -4.16794 -1.39676
52 H 3.60304 -3.47793 0.98655
53 H 2.26569 -4.60495 1.33509
54 H 2.00473 -2.85131 1.40103
55 S -1.18375 4.24795 0.18188
56 C -1.49090 2.59673 -0.18813
57 N -0.53634 1.94874 -0.77114
58 C 0.57498 2.77750 -0.96580
59 C 1.77093 2.42183 -1.58792
60 C 2.79437 3.34401 -1.63031
61 C 2.63730 4.62698 -1.09070
62 C 1.44083 5.01441 -0.52482
63 C 0.41083 4.07753 -0.47381
64 H -2.44583 2.13816 0.04871
65 H 1.88273 1.43456 -2.00941
66 H 3.73968 3.06712 -2.07912
67 H 3.46288 5.32642 -1.12313
68 H 1.29940 6.01601 -0.13972

---

C25H27Cl3KNO6P | ωB97M-V/def2-TZVPD

Values from the calculation:
- frontier orbital gap (eV) = 6.94
- HOMO energy (eV) = -4.710
- energy (Eh) = -3797.1113
- total charge = -1
- maximum force (eV/A) = 0.143

Atoms and positions in Å:
1 K 0.94198 1.24489 -0.12917
2 Cl -6.39884 2.48924 2.00223
3 C -4.65689 2.34026 1.97269
4 C -4.06877 1.27825 1.30923
5 C -2.69361 1.17848 1.29221
6 Cl -1.96536 -0.13832 0.40452
7 C -1.80121 2.10681 1.90924
8 O -0.53949 2.01762 1.86102
9 C -2.49776 3.15960 2.57787
10 Cl -1.52477 4.36588 3.37587
11 C -3.87093 3.28694 2.61042
12 H -4.67675 0.54481 0.79794
13 H -4.32221 4.12097 3.12984
14 O 3.43715 1.62575 -1.57388
15 C 3.86303 0.87577 -2.69386
16 C 4.36721 -0.48558 -2.24863
17 C 3.30500 -1.33474 -1.54015
18 C 2.06025 -1.51430 -2.36844
19 C 2.09975 -2.20323 -3.57808
20 C 0.94994 -2.30774 -4.33836
21 C -0.21643 -1.72657 -3.86865
22 C -0.17117 -1.06883 -2.65285
23 N 0.93329 -0.96298 -1.91336
24 H 2.75194 2.26901 -1.90193
25 H 4.67651 1.39789 -3.21706
26 H 3.04035 0.77033 -3.40985
27 H 5.21807 -0.35648 -1.57319
28 H 4.73848 -1.01798 -3.13081
29 H 3.02533 -0.86647 -0.59664
30 H 3.72803 -2.31579 -1.30423
31 H 3.03282 -2.63759 -3.91530
32 H 0.96413 -2.82969 -5.28720
33 H -1.13939 -1.76242 -4.43088
34 H -1.06021 -0.59166 -2.25494
35 O 0.88896 1.85353 -4.05365
36 C 0.54153 2.46772 -3.03675
37 O 1.29782 3.02569 -2.18041
38 C -0.94919 2.51342 -2.70883
39 C -1.41489 3.21355 -1.60331
40 C -2.76629 3.20964 -1.23733
41 C -3.60513 2.46151 -2.02027
42 O -4.96574 2.28119 -1.89703
43 C -5.23957 1.17673 -2.74507
44 O -4.22010 1.13107 -3.73389
45 C -3.14919 1.76617 -3.12941
46 C -1.83620 1.78084 -3.51220
47 H -0.70235 3.76890 -1.00835
48 H -3.12451 3.73862 -0.36335
49 H -6.20621 1.31619 -3.22366
50 H -5.21098 0.25166 -2.15263
51 H -1.45429 1.25046 -4.37377
52 C 3.65884 -0.18286 3.79608
53 P 2.19124 0.48770 2.90727
54 C 0.85192 -0.18665 3.96153
55 C 2.21489 2.21868 3.50967
56 H 3.61870 0.04282 4.86525
57 H 4.57082 0.24738 3.37951
58 H 3.71060 -1.26504 3.66621
59 H 1.02162 0.03459 5.01877
60 H 0.77831 -1.26730 3.82905
61 H -0.08502 0.26701 3.63787
62 H 2.30663 2.26622 4.59841
63 H 1.27972 2.69043 3.20219
64 H 3.04736 2.76053 3.05746